Density functional theory data (the ωB97M-V functional and the def2-TZVPD basis) for C17H11CrFN4O17 as an isolated structure at a distorted geometry.

```
! wB97M-V def2-TZVPD RIJCOSX def2/J DEFGRID3
* xyz 0 5
Cr 0.444 -0.191 -1.308
N 2.913 0.678 -0.773
O 4.070 0.983 -0.568
O 2.059 0.320 0.047
O 2.405 0.581 -1.871
N -2.665 -0.100 -1.908
O -2.772 0.614 -2.897
O -1.594 -0.663 -1.738
O -3.517 0.149 -1.069
N 0.951 -2.771 -1.360
O 0.625 -2.100 -0.402
O 1.034 -1.999 -2.258
O 1.058 -3.928 -1.505
N -1.022 2.729 -1.257
O -0.284 1.755 -1.301
O -1.434 3.376 -2.222
O -1.674 2.807 -0.201
C 1.152 0.025 -6.817
C 1.234 1.535 -6.602
O 0.447 1.622 -5.377
C 0.711 0.527 -4.740
O 0.303 0.232 -3.579
O 1.363 -0.381 -5.476
F 0.604 2.122 -7.643
H 1.911 -0.391 -7.479
H 0.186 -0.383 -7.115
H 2.217 2.004 -6.557
C -2.203 -3.693 3.889
C -2.321 -3.503 2.544
C -1.854 -2.326 1.964
C -1.275 -1.363 2.803
C -1.140 -1.569 4.179
C -1.707 -2.743 4.646
C -0.346 -0.562 5.057
O -0.150 -0.782 6.286
C 0.272 0.638 4.341
C 0.997 1.593 5.055
C 1.640 2.655 4.374
C 1.412 2.867 2.988
C 0.622 2.040 2.261
C 0.081 0.885 2.901
C -0.652 -0.154 2.061
O -0.548 -0.018 0.893
H -2.686 -4.599 4.223
H -2.932 -4.246 2.054
H -2.006 -2.247 0.898
H -1.572 -2.980 5.691
H 1.241 1.494 6.102
H 2.124 3.423 4.959
H 1.872 3.753 2.575
H 0.409 2.287 1.231
*
```

HOMO energy (alpha / beta) ... -0.3459 / -0.3417 Eh
Lowest unoccupied orbital energy (alpha / beta) ... -2.765 / -5.153 eV
E_tot ... -3296.218167 a.u.

How is the electron density shared among the atoms? According to Mulliken, the charges in e are: number 1, Cr, carries 0.420; number 2, N, carries 1.219; number 3, O, carries -0.638; number 4, O, carries -0.507; number 5, O, carries -0.534; number 6, N, carries 1.046; number 7, O, carries -0.271; number 8, O, carries -0.152; number 9, O, carries -0.389; number 10, N, carries 1.384; number 11, O, carries -0.491; number 12, O, carries -0.441; number 13, O, carries -0.604; number 14, N, carries 0.733; number 15, O, carries -0.281; number 16, O, carries -0.627; number 17, O, carries -0.538; number 18, C, carries -0.418; number 19, C, carries 0.285; number 20, O, carries -0.230; number 21, C, carries 0.361; number 22, O, carries -0.016; number 23, O, carries -0.264; number 24, F, carries -0.272; number 25, H, carries 0.260; number 26, H, carries 0.278; number 27, H, carries 0.304; number 28, C, carries -0.513; number 29, C, carries -0.564; number 30, C, carries -0.595; number 31, C, carries 0.678; number 32, C, carries 0.211; number 33, C, carries -0.706; number 34, C, carries 0.314; number 35, O, carries -0.673; number 36, C, carries 0.159; number 37, C, carries -0.722; number 38, C, carries -0.629; number 39, C, carries -0.682; number 40, C, carries -0.146; number 41, C, carries 0.741; number 42, C, carries 0.195; number 43, O, carries 0.305; number 44, H, carries 0.367; number 45, H, carries 0.355; number 46, H, carries 0.288; number 47, H, carries 0.441; number 48, H, carries 0.442; number 49, H, carries 0.362; number 50, H, carries 0.403; number 51, H, carries 0.353